[1]
C3H12KN6O3 | ωB97M-V with the def2-TZVPD basis set

Last column: Mulliken charge in e.
Positions of all 25 atoms, in Å:
1 K -15.72 2.96 10.22  0.963
2 C -18.53 6.32 8.03  0.673
3 O -17.34 5.91 8.02  -0.706
4 N -19.09 6.89 9.05  -0.377
5 N -19.32 6.22 6.97  -0.495
6 H -18.52 6.83 9.88  0.235
7 H -20.06 7.17 8.98  0.220
8 H -18.81 6.04 6.11  0.239
9 H -20.17 5.72 7.18  0.223
10 C -20.33 2.26 11.46  0.645
11 O -19.34 1.70 11.88  -0.672
12 N -21.31 2.51 12.31  -0.446
13 N -20.47 2.52 10.19  -0.409
14 H -22.25 2.67 11.98  0.215
15 H -21.00 2.02 13.14  0.257
16 H -19.84 2.00 9.59  0.232
17 H -21.40 2.78 9.90  0.193
18 C -10.69 2.10 11.86  0.664
19 O -11.79 2.45 11.89  -0.616
20 N -10.40 0.92 11.39  -0.405
21 N -9.63 2.71 12.28  -0.390
22 H -9.50 0.47 11.30  0.167
23 H -11.23 0.46 11.04  0.192
24 H -8.74 2.23 12.40  0.184
25 H -9.75 3.68 12.53  0.214

As for the energy above the lowest of the compared OMol25 structures with the same formula, charge and spin: 75.1 kcal/mol. The value obtained for the frontier orbital gap is 8.88 eV. The net charge is +1. The HOMO energy is -12.30 eV. For the total energy, the calculation gives -34710.5713 eV. The multiplicity is 1.

---

[2]
C3H12N2 | ωB97M-V with the def2-TZVPD basis set

Last column: Mulliken charge in e.
Positions of all 17 atoms, in Å:
1 C -0.90 -2.93 0.45  -0.717
2 N -0.02 -1.95 1.13  -0.586
3 H -1.36 -2.67 -0.51  0.242
4 H -1.69 -3.19 1.16  0.251
5 H -0.23 -3.76 0.17  0.325
6 H 0.86 -1.91 0.62  0.253
7 H -0.48 -1.06 0.99  0.211
8 C -0.53 2.40 -0.62  -1.017
9 C 0.70 1.48 -0.86  -0.170
10 N 1.42 1.21 0.38  -0.605
11 H -0.81 2.68 0.41  0.353
12 H -0.18 3.38 -0.94  0.306
13 H -1.43 2.03 -1.11  0.241
14 H 0.48 0.53 -1.34  0.215
15 H 1.35 2.04 -1.54  0.254
16 H 0.88 1.36 1.21  0.225
17 H 1.94 0.35 0.40  0.219

As for the energy above the lowest of the compared OMol25 structures with the same formula, charge and spin: 17.2 kcal/mol. The value obtained for the frontier orbital gap is 9.84 eV. The net charge is 0. As for the SMILES: CCN.CN. The HOMO energy is -8.93 eV. For the total energy, the calculation gives -6284.8495 eV. The multiplicity is 1.

---

[3]
C3H12N2 | ωB97M-V with the def2-TZVPD basis set

Last column: Mulliken charge in e.
Positions of all 17 atoms, in Å:
1 C 0.51 -0.94 0.19  -0.609
2 C 0.13 0.40 0.07  -0.233
3 C -1.40 0.06 0.07  -0.615
4 N -2.22 1.43 -0.18  -0.414
5 N 2.59 -1.14 -0.01  -0.705
6 H 0.59 -1.46 -0.72  0.350
7 H 0.67 -1.37 1.08  0.470
8 H 0.58 0.97 -0.81  0.385
9 H 0.28 1.13 0.89  0.395
10 H -1.77 -0.68 -0.70  0.407
11 H -1.66 -0.26 1.10  0.366
12 H -2.20 1.51 -1.13  0.352
13 H -3.29 1.42 0.08  0.404
14 H -1.75 2.36 0.24  0.418
15 H 3.00 -1.98 0.30  0.322
16 H 3.13 -0.37 0.50  0.355
17 H 2.80 -1.07 -0.98  0.352

As for the energy above the lowest of the compared OMol25 structures with the same formula, charge and spin: 75.0 kcal/mol. The value obtained for the frontier orbital gap is 11.56 eV. The net charge is +2. The HOMO energy is -20.84 eV. For the total energy, the calculation gives -6265.9843 eV. The multiplicity is 1.

---

[4]
C3H12N2O | ωB97M-V with the def2-TZVPD basis set

Last column: Mulliken charge in e.
Positions of all 18 atoms, in Å:
1 N 0.98 -1.60 0.01  -0.580
2 C 1.62 -0.25 0.01  -0.720
3 C 0.52 0.90 0.14  -0.358
4 N -0.28 0.74 1.47  -0.454
5 C -1.66 1.36 1.08  -0.801
6 H 0.62 -1.80 0.93  0.227
7 H 1.69 -2.34 -0.28  0.226
8 H 2.38 -0.20 0.74  0.402
9 H 2.13 -0.28 -0.97  0.367
10 H 1.08 1.82 0.05  0.317
11 H -0.16 0.68 -0.76  0.292
12 H 0.15 1.35 2.14  0.235
13 H -2.35 1.66 1.91  0.305
14 H -1.40 2.21 0.46  0.335
15 H -2.38 0.73 0.43  0.238
16 H -0.24 -1.59 -2.20  0.320
17 H -1.62 -2.10 -2.57  0.308
18 O -1.07 -1.30 -2.61  -0.657

As for the energy above the lowest of the compared OMol25 structures with the same formula, charge and spin: 31.0 kcal/mol. The value obtained for the frontier orbital gap is 10.20 eV. The net charge is 0. As for the SMILES: CNCCN.O. The HOMO energy is -9.16 eV. For the total energy, the calculation gives -8331.9766 eV. The multiplicity is 1.

---

[5]
C3H12N2O | ωB97M-V with the def2-TZVPD basis set

Last column: Mulliken charge in e.
Positions of all 18 atoms, in Å:
1 N 1.69 0.45 0.54  -0.542
2 C 1.20 -0.46 -0.51  -0.562
3 C 0.09 -1.33 0.04  -0.433
4 C -0.33 -2.43 -0.92  -0.431
5 N -1.47 -3.21 -0.42  -0.603
6 H 2.42 0.00 1.07  0.194
7 H 1.97 1.35 0.19  0.205
8 H 2.01 -1.08 -0.92  0.278
9 H 0.82 0.16 -1.31  0.372
10 H 0.42 -1.80 0.96  0.291
11 H -0.77 -0.68 0.25  0.208
12 H 0.51 -3.09 -1.07  0.242
13 H -0.65 -1.99 -1.87  0.307
14 H -1.61 -3.11 0.57  0.231
15 H -2.36 -2.97 -0.83  0.244
16 H -0.82 7.13 0.94  0.321
17 H -1.60 6.55 2.11  0.321
18 O -1.51 6.49 1.16  -0.642

As for the energy above the lowest of the compared OMol25 structures with the same formula, charge and spin: 8.4 kcal/mol. The value obtained for the frontier orbital gap is 9.84 eV. The net charge is 0. As for the SMILES: NCCCN.O. The HOMO energy is -8.82 eV. For the total energy, the calculation gives -8332.9587 eV. The multiplicity is 1.

---

[6]
C3H12N2O | ωB97M-V with the def2-TZVPD basis set

Last column: Mulliken charge in e.
Positions of all 18 atoms, in Å:
1 N -0.34 2.30 0.79  -0.613
2 C -0.71 0.89 1.05  -0.279
3 C 0.50 -0.04 1.02  -0.627
4 N 0.19 -1.45 0.93  -0.370
5 C 0.13 -1.95 -0.45  -0.746
6 H 0.61 2.35 0.46  0.228
7 H -0.33 2.83 1.66  0.249
8 H -1.19 0.82 2.02  0.301
9 H -1.39 0.61 0.23  0.256
10 H 1.19 0.22 0.22  0.285
11 H 1.07 0.16 1.91  0.277
12 H -0.71 -1.66 1.34  0.268
13 H -0.23 -2.98 -0.43  0.346
14 H -0.53 -1.35 -1.07  0.146
15 H 1.11 -1.98 -0.93  0.284
16 H 0.91 0.74 -2.67  0.309
17 H -0.34 -0.20 -2.99  0.314
18 O 0.05 0.68 -3.08  -0.626

As for the energy above the lowest of the compared OMol25 structures with the same formula, charge and spin: 17.1 kcal/mol. The value obtained for the frontier orbital gap is 9.59 eV. The net charge is 0. As for the SMILES: CNCCN.O. The HOMO energy is -8.75 eV. For the total energy, the calculation gives -8332.5799 eV. The multiplicity is 1.

---

[7]
C3H12N2O | ωB97M-V with the def2-TZVPD basis set

Last column: Mulliken charge in e.
Positions of all 18 atoms, in Å:
1 N -0.51 -1.50 -0.36  -0.611
2 C -0.91 -0.24 -1.00  -0.501
3 C -1.57 0.67 0.02  -0.408
4 N -1.91 1.95 -0.61  -0.580
5 H 1.14 -0.86 0.55  0.370
6 H -1.32 -1.95 0.02  0.200
7 H -0.11 -2.13 -1.05  0.208
8 H -0.03 0.28 -1.38  0.266
9 H -1.60 -0.39 -1.84  0.397
10 H -2.45 0.17 0.44  0.249
11 H -0.87 0.86 0.82  0.328
12 H -2.72 1.88 -1.20  0.198
13 H -2.09 2.66 0.08  0.221
14 C 3.03 -0.32 0.77  -0.581
15 O 1.68 -0.34 1.17  -0.476
16 H 3.65 -0.22 1.66  0.210
17 H 3.33 -1.24 0.27  0.266
18 H 3.24 0.51 0.09  0.244

As for the energy above the lowest of the compared OMol25 structures with the same formula, charge and spin: 11.5 kcal/mol. The value obtained for the frontier orbital gap is 10.36 eV. The net charge is 0. As for the SMILES: NCCN.CO. The HOMO energy is -9.36 eV. For the total energy, the calculation gives -8332.8215 eV. The multiplicity is 1.

---

[8]
C3H12N2O | ωB97M-V with the def2-TZVPD basis set

Last column: Mulliken charge in e.
Positions of all 18 atoms, in Å:
1 C -3.68 0.15 0.20  -0.462
2 C -2.58 -0.45 -0.25  -0.408
3 N 2.77 4.23 -0.40  -0.630
4 H -3.67 1.20 0.46  0.219
5 H 0.36 -2.66 1.06  0.263
6 H -4.58 -0.41 0.45  0.244
7 H -1.79 0.19 -0.62  0.131
8 H -2.36 -1.47 -0.01  0.263
9 H 3.47 4.85 -0.03  0.210
10 H 2.31 3.61 0.24  0.210
11 H 2.03 4.78 -0.82  0.210
12 N 1.66 -1.73 -0.79  -0.560
13 C 1.03 -1.05 0.28  -0.084
14 O -0.03 -1.79 0.95  -0.513
15 H 1.87 -2.70 -0.61  0.209
16 H 1.13 -1.70 -1.65  0.244
17 H 1.77 -0.82 1.05  0.240
18 H 0.51 -0.17 -0.09  0.214

As for the energy above the lowest of the compared OMol25 structures with the same formula, charge and spin: 39.0 kcal/mol. The value obtained for the frontier orbital gap is 10.44 eV. The net charge is 0. As for the SMILES: C=C.NCO.N. The HOMO energy is -9.57 eV. For the total energy, the calculation gives -8331.6295 eV. The multiplicity is 1.

---

[9]
C3H12N2O2 | ωB97M-V with the def2-TZVPD basis set

Last column: Mulliken charge in e.
Positions of all 19 atoms, in Å:
1 C 0.26 -0.93 -0.43  -0.678
2 C 1.72 -0.99 -0.94  -0.299
3 O 2.31 0.22 -0.45  -0.564
4 N 0.34 -0.90 1.12  -0.313
5 C -0.78 -0.58 1.95  -0.542
6 N -1.31 0.79 1.81  -0.527
7 H -0.29 -0.01 -0.72  0.417
8 H -0.41 -1.74 -0.86  0.332
9 H 1.74 -1.00 -2.07  0.294
10 H 2.16 -1.87 -0.49  0.246
11 H 1.77 0.39 0.36  0.388
12 H 0.84 -1.75 1.46  0.170
13 H -1.55 -1.42 1.87  0.386
14 H -0.42 -0.70 3.05  0.255
15 H -2.22 0.77 2.17  0.214
16 H -0.67 1.42 2.31  0.230
17 H -1.61 2.81 -2.92  0.319
18 H -2.00 1.36 -3.42  0.318
19 O -2.03 1.98 -2.65  -0.646

As for the energy above the lowest of the compared OMol25 structures with the same formula, charge and spin: 47.4 kcal/mol. The value obtained for the frontier orbital gap is 9.81 eV. The net charge is 0. As for the SMILES: NCNCCO.O. The HOMO energy is -8.91 eV. For the total energy, the calculation gives -10379.4925 eV. The multiplicity is 1.

---

[10]
C3H12N2O2 | ωB97M-V with the def2-TZVPD basis set

Last column: Mulliken charge in e.
Positions of all 19 atoms, in Å:
1 C 1.38 -0.24 1.53  -1.215
2 C 0.14 -0.75 0.88  0.370
3 C 0.12 -1.77 0.04  -0.188
4 N -1.08 -2.24 -0.58  -0.642
5 N -1.09 -0.10 1.21  -0.502
6 H 2.08 -1.06 1.66  0.341
7 H 1.87 0.55 0.96  0.197
8 H 1.14 0.22 2.49  0.356
9 H 1.02 -2.30 -0.27  0.356
10 H -0.87 -2.97 -1.25  0.267
11 H -1.57 -1.51 -1.09  0.203
12 H -1.13 0.21 2.17  0.208
13 H -1.87 -0.70 0.99  0.258
14 H 1.99 2.30 -1.46  0.323
15 H 1.89 1.36 -2.63  0.310
16 O 2.45 1.54 -1.85  -0.636
17 H -2.65 2.74 -0.97  0.320
18 H -1.87 1.73 -0.11  0.335
19 O -1.77 2.51 -0.68  -0.662

As for the energy above the lowest of the compared OMol25 structures with the same formula, charge and spin: 23.6 kcal/mol. The value obtained for the frontier orbital gap is 8.37 eV. The net charge is 0. As for the SMILES: C/C(N)=C/N.O.O. The HOMO energy is -7.61 eV. For the total energy, the calculation gives -10380.5265 eV. The multiplicity is 1.